1.
Molecular formula: C9H16O3P
Method: DFT, ωB97M-V with the def2-TZVPD basis set

Structure (XYZ):
```
29
C9H16O3P (ωB97M-V with the def2-TZVPD basis set)
P 3.03 -0.52 1.27
O 3.63 0.91 0.05
O 3.81 -1.70 0.82
O 2.14 2.06 -1.12
C -0.42 -1.29 0.79
C 2.41 1.16 -0.37
C 1.90 -1.16 -1.60
C 1.56 -0.05 0.11
C 1.38 -0.32 -2.71
C 0.06 1.14 1.57
C -0.50 2.52 1.18
C 0.17 0.12 0.43
C -1.88 -1.24 1.14
H 0.43 -0.07 -2.59
H -0.57 0.76 2.41
H -0.57 0.64 -0.29
H 1.40 -2.15 -1.24
H 0.12 3.16 0.42
H 0.21 -1.43 1.62
H -0.28 -2.06 -0.03
H 1.03 1.13 1.94
H -1.45 2.53 0.72
H -2.00 -0.80 2.15
H -0.79 3.03 2.10
H 1.48 -0.81 -3.64
H -2.58 -0.75 0.45
H -2.28 -2.18 1.24
H 1.82 0.63 -2.67
H 3.00 -1.36 -1.72
```

Results
M ... 203.20 g/mol
ΔE to the lowest compared entry with this formula, charge and spin ... 129.1 kJ/mol
Net charge ... -1
Orbital gap ... 7.21 eV
Max |F| ... 0.114 Eh/bohr
HOMO ... -3.834 eV
Spin multiplicity ... 1



2.
Molecular formula: C17H33BrNO11PS2
Method: DFT, ωB97M-V with the def2-TZVPD basis set

Structure (XYZ):
```
66
C17H33BrNO11PS2 (ωB97M-V with the def2-TZVPD basis set)
Br 1.04 7.90 -1.07
S 1.78 5.14 -2.86
S 4.54 5.48 -3.23
P 1.11 7.20 -3.19
O 2.57 -0.02 -1.79
O 2.51 7.91 -3.62
O -2.22 2.94 1.38
O 4.20 5.61 -4.64
O 1.50 4.51 -4.14
O 0.85 4.75 -1.79
O 4.85 7.32 -1.34
O -1.89 -1.54 -0.26
O -2.34 -5.78 3.41
O 5.75 7.80 -3.36
O 5.61 4.53 -2.91
N 3.24 5.00 -2.34
C 0.02 2.93 0.62
C 0.53 -0.34 -2.94
C -1.32 -7.30 4.90
C -1.21 3.80 0.82
C -3.36 -6.29 4.26
C -1.12 -6.49 3.62
C -2.82 -7.59 4.84
C -2.92 -2.02 0.59
C 1.76 -1.03 -2.38
C 2.08 1.28 -2.20
C -0.68 -2.26 -0.03
C -0.60 1.57 0.35
C 1.10 1.03 -3.33
C -2.41 -3.32 1.19
C -0.90 -3.06 1.25
C -1.80 1.58 1.28
C 5.14 7.16 -2.52
H 2.92 1.91 -2.50
H -0.70 -8.20 4.93
H -0.66 -2.44 2.12
H 0.08 -0.88 -3.78
H 2.33 -1.53 -3.18
H -0.30 -3.96 1.29
H -0.94 1.51 -0.69
H -1.04 4.64 1.49
H 0.62 2.89 1.54
H 1.59 1.75 -1.35
H -3.56 -5.56 5.05
H -4.27 -6.42 3.68
H -3.83 -2.14 0.01
H -2.63 0.97 0.92
H -0.23 -0.22 -2.17
H -0.30 -5.78 3.70
H 1.62 0.97 -4.28
H 0.65 3.30 -0.19
H 0.15 -1.56 0.03
H -0.93 -7.15 2.76
H -2.61 -4.16 0.52
H 1.52 -1.78 -1.61
H -3.26 -7.84 5.81
H -2.85 -3.55 2.16
H 0.35 1.82 -3.40
H 2.48 8.27 -4.52
H -1.56 4.18 -0.14
H -1.09 -6.70 5.78
H -0.50 -2.93 -0.89
H 0.07 0.73 0.54
H -1.52 1.22 2.28
H -3.02 -8.42 4.16
H -3.11 -1.28 1.38
```

Results
M ... 602.46 g/mol
Net charge ... -2
Orbital gap ... 4.46 eV
Max |F| ... 0.019 Eh/bohr
HOMO ... -1.599 eV
Spin multiplicity ... 1



3.
Molecular formula: C4H9N2O2
Method: DFT, ωB97M-V with the def2-TZVPD basis set

Structure (XYZ):
```
17
C4H9N2O2 (ωB97M-V with the def2-TZVPD basis set)
O -1.49 -0.78 0.41
O 2.72 -0.62 1.16
N 0.78 -2.24 -0.34
N 1.49 -0.20 0.58
C -2.56 -0.30 0.34
C 0.69 -0.94 -0.04
C -3.73 0.37 -0.14
C 1.16 1.16 0.52
H -3.78 0.67 -1.22
H -4.60 -0.26 0.16
H 1.65 -2.77 -0.42
H 0.08 1.25 0.39
H -0.05 -2.77 -0.59
H -3.62 1.32 0.47
H 2.63 -1.00 2.02
H 1.73 1.47 -0.39
H 1.55 1.51 1.50
```

Results
M ... 117.13 g/mol
ΔE to the lowest compared entry with this formula, charge and spin ... 655.6 kJ/mol
Net charge ... +1
Orbital gap (alpha / beta) ... 8.10 / 5.75 eV
Max |F| ... 0.086 Eh/bohr
HOMO (alpha / beta) ... -12.311 / -11.064 eV
Spin multiplicity ... 1



4.
Molecular formula: C9H23GaNO
Method: DFT, ωB97M-V with the def2-TZVPD basis set

Structure (XYZ):
```
35
C9H23GaNO (ωB97M-V with the def2-TZVPD basis set)
Ga -1.68 -0.99 -2.60
O 3.40 0.62 0.82
N -2.23 -1.81 -0.92
C 3.16 1.80 1.55
C 1.15 -1.27 -1.57
C 2.41 -0.52 -1.07
C -1.19 0.65 2.71
C -2.06 1.19 1.57
C 2.23 -0.07 0.36
C 0.28 -0.43 -2.51
C -2.05 -1.07 0.33
C -1.95 0.45 0.22
H -0.60 -0.21 2.42
H 3.29 -1.15 -1.10
H -2.65 0.28 -2.95
H -1.89 -2.09 -3.77
H 2.25 2.31 1.23
H 1.34 0.56 0.45
H -3.17 -2.18 -0.98
H 2.57 0.37 -1.68
H -2.73 0.83 -0.42
H -0.50 1.40 3.08
H -1.13 -1.43 0.81
H 0.71 -0.49 -3.51
H -1.75 2.22 1.37
H -2.87 -1.30 1.02
H 0.32 0.63 -2.24
H 1.50 -2.13 -2.13
H -3.11 1.25 1.86
H 3.12 1.60 2.62
H 2.06 -0.95 0.99
H 3.99 2.48 1.38
H 0.57 -1.61 -0.71
H -1.81 0.38 3.56
H -0.98 0.70 -0.20
```

Results
M ... 231.01 g/mol
Net charge ... -1
Orbital gap ... 6.75 eV
Max |F| ... 0.020 Eh/bohr
HOMO ... -3.648 eV
Spin multiplicity ... 1



5.
Molecular formula: C4H12NO4
Method: DFT, ωB97M-V with the def2-TZVPD basis set

Structure (XYZ):
```
21
C4H12NO4 (ωB97M-V with the def2-TZVPD basis set)
O 0.27 0.09 3.00
O 2.67 -0.46 0.83
O -1.02 1.37 -1.88
O -2.72 0.99 0.29
N 0.45 0.81 0.32
C 0.19 -0.73 -1.75
C -0.41 0.50 -2.44
C 0.53 -0.59 -0.22
C 1.90 -1.12 0.18
H -2.80 0.35 -0.41
H -0.23 -1.08 0.37
H -0.29 1.35 -0.14
H 1.33 1.29 0.18
H 0.29 0.83 1.34
H 1.17 -0.02 3.35
H 1.04 -1.05 -2.36
H 2.13 -2.15 -0.14
H -0.21 0.52 -3.52
H -3.31 0.81 1.03
H -0.31 -0.32 3.67
H -0.67 -1.38 -1.70
```

Results
M ... 138.14 g/mol
ΔE to the lowest compared entry with this formula, charge and spin ... 75.0 kJ/mol
Net charge ... +1
Orbital gap ... 11.06 eV
Max |F| ... 0.026 Eh/bohr
HOMO ... -14.494 eV
Spin multiplicity ... 1



6.
Molecular formula: C3H5NO2
Method: DFT, ωB97M-V with the def2-TZVPD basis set

Structure (XYZ):
```
11
C3H5NO2 (ωB97M-V with the def2-TZVPD basis set)
O -0.28 1.81 0.98
O 1.85 -1.17 -0.99
N 0.77 -0.26 0.81
C -0.32 0.67 0.60
C 1.69 -0.23 -0.25
C -1.40 0.05 -0.25
H 2.23 0.72 -0.35
H 0.41 -1.21 0.84
H -0.92 -0.46 -1.09
H -2.10 0.80 -0.62
H -1.95 -0.71 0.32
```

Results
M ... 87.08 g/mol
ΔE to the lowest compared entry with this formula, charge and spin ... 77.7 kJ/mol
Orbital gap ... 11.31 eV
Max |F| ... 0.011 Eh/bohr
HOMO ... -10.592 eV
Spin multiplicity ... 1
SMILES ... CC(=O)NC=O



7.
Molecular formula: BrH3NO2P
Method: DFT, ωB97M-V with the def2-TZVPD basis set

Structure (XYZ):
```
8
BrH3NO2P (ωB97M-V with the def2-TZVPD basis set)
Br 3.06 0.14 0.01
P -1.94 0.48 0.61
O 1.90 -1.20 -0.64
O -1.66 1.64 -0.46
N -0.66 -0.39 0.55
H 0.95 -0.89 -0.39
H -0.59 -1.05 1.33
H -1.05 1.26 -1.01
```

Results
M ... 159.91 g/mol
ΔE to the lowest compared entry with this formula, charge and spin ... 64.4 kJ/mol
Orbital gap ... 9.43 eV
Max |F| ... 0.087 Eh/bohr
HOMO ... -9.801 eV
Spin multiplicity ... 1
SMILES ... [H]/N=P/O.OBr